This record from the Open Molecules 2025 dataset describes an isolated molecule of C2H7NO2S2 at a distorted geometry. The level of theory is ωB97M-V/def2-TZVPD.

Results
Charge: 0
Energy above the lowest of the compared OMol25 structures with the same formula, charge and spin, kJ/mol: 281.1
E_LUMO, hartree: 0.022

Last column: natural (NBO) charge in e.
Element x y z (Å)
H  1.26  -0.48  1.79  0.218
S  -0.99  -0.03  2.63  -0.075
H  -0.93  -1.28  3.14  0.137
O  0.19  1.32  -2.10  -1.003
O  1.77  0.66  -0.26  -0.721
H  -0.52  -0.89  -2.68  0.397
H  0.36  1.65  1.04  0.161
H  0.21  -1.47  0.94  0.231
C  0.58  0.67  0.36  0.051
C  0.33  -0.48  1.34  -0.525
S  -0.83  0.77  -1.21  1.238
H  1.72  1.16  -1.19  0.527
H  -2.09  -0.72  -2.02  0.375
N  -1.07  -0.87  -1.78  -1.011